Entry 1:
{
  "formula": "C6H13AuN3OS",
  "method": "the ωB97M-V functional and the def2-TZVPD basis",
  "multiplicity": 2,
  "de_lowest_kcal_mol": 24.32,
  "e_homo_ev": [-16.80, -16.80],
  "total_charge": 2,
  "elements": ["Au", "S", "O", "N", "N", "N", "C", "C", "C", "C", "C", "C", "H", "H", "H", "H", "H", "H", "H", "H", "H", "H", "H", "H", "H"],
  "xyz": [[0.90, 2.37, 0.07], [4.40, 2.48, 0.26], [-1.78, 3.97, -0.22], [0.47, 0.43, 2.02], [0.38, 0.40, -1.99], [-1.40, -0.75, 0.03], [-0.84, 3.37, -0.12], [2.91, 2.38, 0.18], [-1.26, -1.33, -1.27], [0.34, -1.01, 1.78], [-1.07, -1.38, 1.27], [0.14, -1.04, -1.88], [-1.75, 0.21, 0.07], [1.09, -1.31, 1.05], [-1.12, -2.46, 1.14], [-1.40, -2.41, -1.19], [0.15, -1.56, -2.84], [1.32, 0.55, -2.34], [1.36, 0.59, 2.49], [-1.80, -1.06, 2.01], [0.91, -1.48, -1.25], [-0.22, 0.80, -2.72], [-2.02, -0.90, -1.92], [-0.22, 0.73, 2.70], [0.48, -1.61, 2.68]]
}

---

Entry 2:
{
  "formula": "C6H13AuO3",
  "method": "the ωB97M-V functional and the def2-TZVPD basis",
  "multiplicity": 3,
  "de_lowest_kcal_mol": 16.60,
  "e_homo_ev": [-18.16, -18.57],
  "total_charge": 2,
  "elements": ["Au", "O", "O", "O", "C", "C", "C", "C", "C", "C", "H", "H", "H", "H", "H", "H", "H", "H", "H", "H", "H", "H", "H"],
  "xyz": [[0.63, 0.40, -0.78], [-1.22, 0.58, -0.37], [-0.48, -2.20, 0.25], [1.63, 1.09, 0.37], [2.85, 1.73, 0.54], [0.55, -1.96, -0.58], [1.77, -1.57, -0.05], [-1.72, 1.92, -0.24], [-1.78, -1.79, -0.16], [-2.04, -0.38, 0.33], [2.65, -1.66, -0.69], [-1.08, 2.60, -0.81], [-1.80, -0.30, 1.40], [-3.09, -0.11, 0.16], [3.62, 0.95, 0.74], [-2.77, 1.94, -0.58], [-1.67, 2.26, 0.81], [-1.92, -1.89, -1.24], [3.26, 2.33, -0.30], [-2.50, -2.46, 0.33], [0.45, -2.36, -1.60], [1.86, -1.54, 1.04], [2.81, 2.41, 1.41]]
}

---

Entry 3:
{
  "formula": "C6H13BCl2",
  "method": "the ωB97M-V functional and the def2-TZVPD basis",
  "e_homo_ev": -10.31,
  "total_charge": 0,
  "elements": ["Cl", "Cl", "C", "C", "C", "C", "C", "C", "B", "H", "H", "H", "H", "H", "H", "H", "H", "H", "H", "H", "H", "H"],
  "xyz": [[-2.84, 0.00, 0.42], [-2.21, 1.73, 2.53], [-0.35, 0.41, -1.01], [-0.25, -0.54, 1.70], [2.30, 0.29, -1.67], [0.88, 0.86, -1.90], [-0.17, -2.06, 1.38], [-1.70, 1.48, 0.90], [-0.59, 0.41, 0.54], [3.14, 0.95, -2.21], [-0.73, -0.66, -1.35], [0.45, -2.58, 2.14], [0.57, 0.50, -2.91], [2.38, -0.72, -1.97], [0.68, -0.47, 2.29], [-1.92, 2.37, 0.35], [-0.99, -0.50, 2.58], [-1.21, -2.53, 1.28], [0.35, -2.49, 0.53], [0.93, 1.97, -1.72], [2.41, 0.46, -0.58], [-1.14, 1.15, -1.30]]
}

---

Entry 4:
{
  "formula": "C6H13BClNSr",
  "method": "the ωB97M-V functional and the def2-TZVPD basis",
  "e_homo_ev": -16.87,
  "total_charge": 2,
  "elements": ["Sr", "Cl", "N", "C", "C", "C", "C", "C", "C", "B", "H", "H", "H", "H", "H", "H", "H", "H", "H", "H", "H", "H", "H"],
  "xyz": [[-2.13, 0.59, -1.23], [2.90, -0.65, -1.63], [0.44, 0.60, 2.72], [-1.71, 0.71, 1.57], [0.42, 0.31, -1.23], [-0.38, 0.04, 1.95], [-0.05, -1.34, 1.42], [1.27, -0.95, -1.04], [0.36, 0.92, -2.65], [1.24, -1.43, 0.48], [0.77, 1.06, -0.52], [-0.35, 1.76, -2.69], [2.22, -1.91, 0.91], [-2.16, 1.20, 2.42], [0.17, -1.94, 2.29], [1.34, 1.33, -2.85], [-2.43, 0.01, 1.14], [0.13, 1.49, 3.09], [-0.57, 0.01, -0.87], [0.07, 0.20, -3.41], [-0.91, -1.80, 0.93], [0.86, -1.74, -1.67], [-1.50, 1.53, 0.86]]
}

---

Entry 5:
{
  "formula": "C6H13BaO3",
  "method": "the ωB97M-V functional and the def2-TZVPD basis",
  "multiplicity": 2,
  "e_homo_ev": [-7.90, -7.90],
  "total_charge": 0,
  "elements": ["Ba", "O", "O", "O", "C", "C", "C", "C", "C", "C", "H", "H", "H", "H", "H", "H", "H", "H", "H", "H", "H", "H", "H"],
  "xyz": [[-0.24, -2.40, 3.05], [0.14, -0.64, 1.33], [-1.25, -2.92, 1.41], [1.33, -1.32, 3.62], [-1.46, -2.07, 0.33], [1.47, -0.17, 1.50], [-0.24, -1.18, 0.07], [-0.78, 1.44, -3.15], [1.73, -0.13, 3.01], [-0.73, 2.91, -2.90], [-1.09, 3.49, -3.78], [0.60, -1.77, -0.34], [2.16, -0.88, 1.01], [-1.39, 3.20, -2.06], [0.05, 0.97, -3.69], [2.80, 0.07, 3.15], [1.60, 0.82, 1.03], [1.18, 0.74, 3.42], [-0.43, -0.37, -0.76], [-1.65, -2.63, -0.61], [0.29, 3.26, -2.70], [-2.34, -1.41, 0.48], [-1.74, 0.99, -3.42]]
}

---

Entry 6:
{
  "formula": "C6H13BrNS",
  "method": "the ωB97M-V functional and the def2-TZVPD basis",
  "smiles": "C[C@H](Br)[C@@H]1SCC[N@H+]1C",
  "de_lowest_kcal_mol": 0.00,
  "e_homo_ev": -13.40,
  "total_charge": 1,
  "elements": ["Br", "S", "N", "C", "C", "C", "C", "C", "C", "H", "H", "H", "H", "H", "H", "H", "H", "H", "H", "H", "H", "H"],
  "xyz": [[-2.97, -0.21, -0.11], [1.30, 1.20, -0.11], [0.02, -1.05, 0.24], [0.42, -1.87, 1.41], [0.92, -1.18, -0.95], [-1.66, 2.49, 0.32], [-0.14, 0.50, 0.50], [-1.42, 1.01, -0.11], [1.28, 0.13, -1.55], [-1.67, 2.60, 1.48], [-1.29, 1.15, -1.24], [-2.63, 2.68, 0.03], [0.64, -2.03, -1.62], [1.78, -1.60, -0.51], [1.49, -1.95, 1.55], [0.53, 0.63, -2.18], [-1.04, 3.26, -0.11], [2.28, 0.19, -2.09], [-0.92, -1.33, -0.06], [-0.10, -1.44, 2.26], [-0.02, 0.66, 1.53], [0.02, -2.93, 1.29]]
}

---

Entry 7:
{
  "formula": "C6H13BrP",
  "method": "the ωB97M-V functional and the def2-TZVPD basis",
  "de_lowest_kcal_mol": 48.85,
  "e_homo_ev": [-12.48, -12.48],
  "total_charge": 1,
  "elements": ["Br", "P", "C", "C", "C", "C", "C", "C", "H", "H", "H", "H", "H", "H", "H", "H", "H", "H", "H", "H", "H"],
  "xyz": [[-3.23, 0.03, -0.20], [0.31, -0.73, -0.06], [2.09, -0.82, -0.41], [-0.43, -2.05, -1.12], [-0.42, 1.96, 0.40], [-0.21, 0.90, -0.50], [0.01, -0.94, 1.75], [-0.82, 3.20, -0.02], [2.00, -1.06, -1.49], [-0.24, 1.18, -1.55], [0.12, -1.89, 2.27], [-0.37, -1.67, -2.15], [-1.16, 4.01, 0.72], [-1.06, -0.54, 1.82], [2.86, 0.02, -0.36], [0.28, -2.91, -1.00], [-0.40, 1.73, 1.60], [-1.56, -2.16, -1.02], [-0.82, 3.60, -1.09], [0.60, -0.14, 2.29], [2.45, -1.73, 0.11]]
}

---

Entry 8:
{
  "formula": "C6H13CdO3",
  "method": "the ωB97M-V functional and the def2-TZVPD basis",
  "de_lowest_kcal_mol": 61.60,
  "e_homo_ev": -12.35,
  "total_charge": 1,
  "elements": ["Cd", "O", "O", "O", "C", "C", "C", "C", "C", "C", "H", "H", "H", "H", "H", "H", "H", "H", "H", "H", "H", "H", "H"],
  "xyz": [[-0.25, -0.36, 1.50], [-0.36, -2.02, 0.43], [2.29, 0.40, -0.38], [-1.57, 0.36, 0.16], [-2.39, 1.52, 0.21], [2.45, 1.81, -0.37], [2.10, -0.19, 0.83], [1.70, -1.56, 0.79], [-1.00, -1.73, -0.80], [-2.12, -0.73, -0.60], [1.82, -2.02, -0.20], [2.28, 2.16, -1.39], [-0.26, -1.29, -1.50], [-2.46, 1.97, -0.79], [-3.40, 1.26, 0.55], [-1.90, 2.23, 0.88], [1.94, -2.13, 1.69], [-1.41, -2.64, -1.26], [2.81, 0.12, 1.60], [1.71, 2.28, 0.30], [-2.47, -0.35, -1.57], [3.46, 2.09, -0.03], [-2.97, -1.16, -0.06]]
}

---

Entry 9:
{
  "formula": "C6H13Cl2N5O2S2Tc",
  "method": "the ωB97M-V functional and the def2-TZVPD basis",
  "multiplicity": 2,
  "e_homo_ev": [-15.93, -15.14],
  "total_charge": 2,
  "elements": ["Tc", "Cl", "Cl", "S", "S", "O", "O", "N", "N", "N", "N", "N", "C", "C", "C", "C", "C", "C", "H", "H", "H", "H", "H", "H", "H", "H", "H", "H", "H", "H", "H"],
  "xyz": [[0.88, 0.38, -0.95], [3.94, 1.62, 0.55], [1.79, 2.55, -1.28], [-1.11, 1.56, -0.84], [0.58, 0.22, 1.27], [2.64, -0.77, -1.41], [2.74, -2.93, -1.50], [0.78, -1.80, -1.16], [-1.29, -2.77, -1.26], [0.49, -4.13, -0.83], [2.11, -1.93, -1.37], [-1.83, -1.57, -1.73], [0.02, -2.93, -1.09], [3.58, 2.65, -0.79], [-0.96, 1.30, 3.21], [-2.67, 2.66, 1.10], [-1.49, 1.80, 0.76], [-0.69, 1.18, 1.74], [-2.53, 3.67, 0.71], [4.15, 2.38, -1.66], [-1.97, 0.96, 3.45], [-2.62, -1.31, -1.15], [-1.89, -3.58, -1.14], [-0.25, 0.72, 3.80], [-0.12, -4.94, -0.82], [3.70, 3.69, -0.50], [1.49, -4.29, -0.74], [-2.15, -1.71, -2.69], [-0.89, 2.35, 3.52], [-3.58, 2.26, 0.63], [-2.84, 2.73, 2.17]]
}

---

Entry 10:
{
  "formula": "C6H13ClN",
  "method": "the ωB97M-V functional and the def2-TZVPD basis",
  "de_lowest_kcal_mol": 100.84,
  "e_homo_ev": [-13.06, -11.57],
  "total_charge": 1,
  "elements": ["Cl", "N", "C", "C", "C", "C", "C", "C", "H", "H", "H", "H", "H", "H", "H", "H", "H", "H", "H", "H", "H"],
  "xyz": [[-3.67, -0.34, 0.55], [0.26, 0.27, 0.13], [0.18, -1.15, 0.50], [-0.84, 1.31, 0.33], [-2.71, 0.02, -0.74], [0.86, -2.22, -0.26], [-1.71, 1.12, -0.92], [1.38, 0.77, 0.92], [-0.23, 2.16, 0.45], [-1.18, 1.07, 1.38], [1.88, 1.60, 0.57], [1.55, -1.70, -0.84], [1.19, 1.05, 1.97], [-0.69, -1.58, 1.01], [0.00, -2.79, -0.89], [-2.26, 1.97, -1.24], [1.43, -2.92, 0.36], [2.28, 0.15, 0.85], [0.62, 0.42, -0.80], [-0.89, 0.83, -1.71], [-2.94, -0.69, -1.61]]
}

---

Entry 11:
{
  "formula": "C6H13CoO3",
  "method": "the ωB97M-V functional and the def2-TZVPD basis",
  "multiplicity": 4,
  "de_lowest_kcal_mol": 18.39,
  "e_homo_ev": [-12.27, -12.85],
  "total_charge": 1,
  "elements": ["Co", "O", "O", "O", "C", "C", "C", "C", "C", "C", "H", "H", "H", "H", "H", "H", "H", "H", "H", "H", "H", "H", "H"],
  "xyz": [[0.83, 0.90, 0.80], [-0.96, 0.25, 1.45], [1.75, -0.43, -0.37], [-0.89, 0.93, -1.52], [2.65, -1.51, -0.50], [1.43, 0.30, -1.59], [-1.08, -0.71, 2.50], [-2.04, 0.21, 0.51], [0.45, 1.37, -1.21], [-1.88, 1.24, -0.59], [0.65, 2.29, -1.78], [-0.91, -1.72, 2.10], [-0.33, -0.49, 3.25], [-2.97, 0.40, 1.07], [1.03, -0.43, -2.32], [2.37, 0.72, -1.98], [3.58, -1.18, -0.98], [-2.09, -0.64, 2.94], [-1.72, 2.24, -0.15], [2.19, -2.31, -1.11], [-2.09, -0.80, 0.08], [2.87, -1.89, 0.50], [-2.85, 1.27, -1.12]]
}

---

Entry 12:
{
  "formula": "C6H13F2N2",
  "method": "the ωB97M-V functional and the def2-TZVPD basis",
  "de_lowest_kcal_mol": 85.37,
  "e_homo_ev": [-12.55, -14.29],
  "total_charge": 1,
  "elements": ["F", "F", "N", "N", "C", "C", "C", "C", "C", "C", "H", "H", "H", "H", "H", "H", "H", "H", "H", "H", "H", "H", "H"],
  "xyz": [[-1.08, -0.53, -2.10], [-1.83, -2.56, -2.16], [0.26, 0.26, 0.38], [1.34, 0.16, 1.20], [-0.74, -1.83, -1.83], [-0.64, 2.50, 0.88], [-0.76, -0.73, 0.52], [0.46, -2.24, -2.56], [-0.48, -2.01, -0.30], [-0.01, 1.57, -0.15], [-0.77, 3.48, 0.43], [-1.71, -0.30, 0.21], [0.00, 2.60, 1.76], [1.22, -1.51, -2.79], [-1.62, 2.14, 1.20], [0.55, -2.34, -0.14], [-0.83, -1.05, 1.57], [1.57, -0.77, 1.53], [-1.15, -2.80, 0.04], [-0.68, 1.45, -1.01], [2.13, 0.74, 0.94], [0.58, -3.27, -2.85], [0.93, 1.99, -0.50]]
}

---

| no. | calculated total energy (hartree) |
| --- | --- |
| 1 | -1009.1236 |
| 2 | -596.8385 |
| 3 | -1181.5743 |
| 4 | -806.2140 |
| 5 | -487.4624 |
| 6 | -3263.0893 |
| 7 | -3151.4090 |
| 8 | -629.4567 |
| 9 | -2457.5447 |
| 10 | -750.9134 |
| 11 | -1844.5288 |
| 12 | -545.2964 |